[1]
DFT (ωB97M-V/def2-TZVPD) results for 6 unconnected molecules or ions with the total composition C35H66N6O6S.

- Multiplicity: 1
- HOMO: -8.44 eV
- F_max: 0.1334 hartree/bohr
- Kohn-Sham gap: 7.803 eV
- Structure (SMILES): c1ccc(Cc2nnc(CCCCSc3nnco3)nn2)cc1.CCOCC.CCOCC.CCOCC.CCOCC.CCOCC
- Energy above the lowest of the compared OMol25 structures with the same formula, charge and spin: 188.6 kcal/mol

CARTESIAN COORDINATES (ANGSTROEM)
C1 9.273 -2.334 -0.238
C2 9.641 -1.155 0.735
C3 9.287 0.364 0.387
C4 8.575 0.592 -0.973
C5 8.085 2.049 -1.506
C6 6.505 1.842 -1.843
N1 5.729 1.492 -0.747
N2 4.466 1.281 -1.025
C7 4.140 1.447 -2.365
C8 2.583 1.130 -2.722
C9 2.652 -0.088 -3.816
C10 1.706 -1.337 -3.402
C11 2.560 -2.438 -2.559
S1 1.482 -3.224 -1.255
C12 1.203 -1.891 -0.020
N3 1.973 -1.566 1.146
N4 1.293 -0.471 1.631
C13 0.174 -0.132 0.821
O1 0.083 -1.064 -0.274
N5 4.908 1.837 -3.453
N6 6.172 2.048 -3.174
C14 8.240 -0.598 -1.950
C15 8.579 -2.069 -1.621
H1 9.495 -3.430 0.019
H2 10.142 -1.448 1.732
H3 9.534 1.241 1.087
H4 8.693 2.225 -2.469
H5 8.263 2.878 -0.745
H6 2.057 2.056 -3.129
H7 2.041 0.669 -1.809
H8 3.729 -0.513 -3.824
H9 2.439 0.319 -4.861
H10 0.740 -1.021 -2.876
H11 1.427 -1.866 -4.389
H12 3.415 -1.895 -2.022
H13 3.029 -3.236 -3.224
H14 -0.562 0.726 0.945
H15 7.708 -0.402 -2.949
H16 8.283 -2.883 -2.358
C16 9.863 0.990 6.052
C17 8.951 1.150 4.848
O2 8.887 -0.007 4.025
C18 8.407 -1.194 4.644
C19 6.994 -1.065 5.187
H17 10.878 0.731 5.731
H18 9.902 1.919 6.627
H19 9.521 0.198 6.721
H20 9.337 1.957 4.219
H21 7.945 1.453 5.154
H22 9.102 -1.519 5.425
H23 8.420 -1.973 3.876
H24 6.923 -0.303 5.966
H25 6.664 -2.014 5.615
H26 6.303 -0.782 4.388
C20 -4.368 -1.982 -5.434
C21 -2.921 -2.426 -5.299
O3 -2.237 -1.810 -4.216
C22 -2.774 -2.040 -2.919
C23 -2.811 -3.508 -2.531
H27 -4.425 -0.896 -5.556
H28 -4.833 -2.458 -6.302
H29 -4.959 -2.244 -4.555
H30 -2.381 -2.145 -6.207
H31 -2.849 -3.515 -5.222
H32 -3.767 -1.585 -2.836
H33 -2.130 -1.505 -2.215
H34 -3.448 -4.092 -3.198
H35 -3.196 -3.622 -1.514
H36 -1.807 -3.940 -2.575
C24 -5.217 2.368 3.322
C25 -5.896 1.857 2.062
O4 -5.049 1.854 0.920
C26 -3.878 1.055 1.007
C27 -4.164 -0.418 1.241
H37 -4.835 3.382 3.166
H38 -5.923 2.382 4.156
H39 -4.371 1.742 3.611
H40 -6.736 2.516 1.824
H41 -6.321 0.861 2.220
H42 -3.205 1.454 1.775
H43 -3.353 1.165 0.053
H44 -4.682 -0.589 2.187
H45 -3.232 -0.988 1.262
H46 -4.800 -0.814 0.444
C28 -8.725 -4.705 -4.314
C29 -7.279 -5.152 -4.176
O5 -6.596 -4.537 -3.092
C30 -7.133 -4.765 -1.796
C31 -7.172 -6.233 -1.405
H47 -8.779 -3.618 -4.436
H48 -9.189 -5.180 -5.182
H49 -9.318 -4.965 -3.435
H50 -6.737 -4.872 -5.083
H51 -7.210 -6.241 -4.099
H52 -8.125 -4.308 -1.712
H53 -6.488 -4.230 -1.093
H54 -7.810 -6.817 -2.071
H55 -7.557 -6.345 -0.389
H56 -6.169 -6.666 -1.449
C32 -6.630 7.153 2.218
C33 -6.469 6.428 3.543
O6 -5.115 6.154 3.880
C34 -4.258 7.281 4.018
C35 -4.704 8.253 5.097
H57 -6.177 6.574 1.407
H58 -7.689 7.305 1.993
H59 -6.148 8.133 2.228
H60 -6.974 5.461 3.478
H61 -6.957 6.977 4.354
H62 -4.143 7.787 3.054
H63 -3.271 6.890 4.280
H64 -5.685 8.681 4.883
H65 -3.990 9.076 5.185
H66 -4.773 7.745 6.063

Here are the Löwdin charges for atoms 1 to 5, given in e: -0.0799, -0.0533, -0.0079, -0.1812, -0.0983

***

[2]
DFT (ωB97M-V/def2-TZVPD) results for C3H9NO2Si in the gas phase.

- Multiplicity: 1
- HOMO: -8.81 eV
- F_max: 0.0765 hartree/bohr
- Kohn-Sham gap: 9.393 eV
- Structure (SMILES): O[Si]1(O)CCCN1
- Energy above the lowest of the compared OMol25 structures with the same formula, charge and spin: 14.6 kcal/mol

CARTESIAN COORDINATES (ANGSTROEM)
O1 -0.596 1.862 -1.693
Si1 -0.122 0.385 -1.192
O2 0.389 -0.581 -2.336
C1 1.165 0.561 0.318
C2 0.626 -0.439 1.288
C3 -0.881 -0.598 1.166
N1 -1.275 -0.431 -0.215
H1 -1.245 1.905 -2.441
H2 1.205 -1.009 -2.452
H3 1.197 1.587 0.880
H4 2.279 0.323 0.177
H5 0.670 -0.380 2.394
H6 1.271 -1.342 0.948
H7 -1.086 -1.458 1.664
H8 -1.360 0.098 1.790
H9 -2.238 -0.483 -0.296

Here are the Löwdin charges for atoms 1 to 5, given in e: -0.1125, 0.2528, -0.0536, -0.2190, -0.3082